Entry 1:
Entry from OMol25: a 2-piece molecular cluster, BrH4NSi overall in a non-equilibrium geometry (ωB97M-V with the def2-TZVPD basis set).

Geometry as XYZ:
```
7
Properties=species:S:1:pos:R:3:forces:R:3:nbo_charge:R:1
N -0.144 -0.416 0.079 -0.1 -0.1 0.1 -1.35
Si -1.515 -1.247 0.030 2.6 0.8 -0.1 1.31
H 0.237 0.536 0.237 -0.9 -1.3 -0.2 0.41
H -2.727 -0.499 0.157 -1.2 -0.2 0.1 -0.20
H -1.429 -2.734 -0.237 -0.4 0.8 0.2 -0.16
Br 3.019 2.315 0.529 -0.1 0.0 -0.2 -0.20
H 2.557 2.044 -0.795 0.1 0.0 0.2 0.21
```
Forces are in eV/Å.

The frontier orbital gap is 9.384 eV. As for the SMILES: N=[SiH2].Br. As for the largest force on an atom: 2.738 eV/A.

***

Entry 2:
Entry from OMol25: a 2-piece molecular cluster, C2H7FN2 overall in a non-equilibrium geometry (ωB97M-V with the def2-TZVPD basis set).

Geometry as XYZ:
```
12
Properties=species:S:1:pos:R:3:forces:R:3:nbo_charge:R:1
C 1.091 -1.463 -1.004 2.7 -0.5 -2.9 -0.49
C -1.570 1.836 0.731 -0.5 -0.3 2.8 -0.55
N 0.889 -0.781 0.197 0.0 0.3 0.3 -0.40
N -1.546 0.676 -0.073 0.1 -1.2 -0.7 0.13
F -2.293 -0.394 0.520 0.6 1.6 0.0 -0.28
H 1.740 -0.864 -1.747 -0.8 -0.7 1.2 0.18
H 1.760 -2.428 -0.792 -1.6 1.5 -0.4 0.21
H 0.166 -1.694 -1.588 0.5 -0.3 0.7 0.21
H -2.604 2.101 0.939 -0.6 0.5 -0.7 0.23
H -1.368 1.633 1.878 0.8 0.3 -2.1 0.23
H -1.003 2.659 0.219 -0.4 -1.0 0.8 0.25
H 0.213 -1.397 0.602 -0.8 -0.1 1.2 0.29
```
Forces are in eV/Å.

The frontier orbital gap (alpha / beta) is 9.238 / 9.924 eV. As for the largest force on an atom: 3.945 eV/A.

***

Electronic energy per entry: -79473.282; -7879.091 eV